A cluster of 8 separate species, C38H100F12N6O11P2 in total, computed with ωB97M-V with the def2-TZVPD basis set.

For the energy, the calculation gives -123653.0797 eV. The HOMO energy is -16.48 eV. For the HOMO-LUMO gap, the calculation gives 0.37871 hartree.

The geometry in ORCA input format:
```
! wB97M-V def2-TZVPD RIJCOSX def2/J DEFGRID3
* xyz 4 1
C 13.91626 13.30319 8.07396
O 12.94115 12.20302 7.88914
C 11.99622 12.50902 6.87672
C 11.14744 11.20638 6.80057
N 10.36301 11.00949 8.07614
H 11.07334 11.06198 8.85206
H 9.80551 11.86351 8.15171
C 9.48391 9.81031 8.16334
C 10.29633 8.47937 8.05486
O 11.33601 8.59161 9.09707
C 12.24804 7.54336 8.91243
H 13.40015 14.00834 8.73803
H 14.13322 13.80006 7.11426
H 14.87948 12.90564 8.45826
H 12.47466 12.72431 5.91144
H 11.33407 13.35155 7.22194
H 11.91684 10.40783 6.80377
H 10.52612 11.16834 5.92353
H 8.75625 9.99305 7.38864
H 9.00826 9.89756 9.14089
H 10.70225 8.49159 7.07477
H 9.62616 7.58584 8.15314
H 12.77472 7.49005 7.94515
H 11.75170 6.55868 9.00573
H 12.95187 7.60661 9.71800
C 6.74704 18.78759 16.61712
O 7.84584 17.95222 16.38362
C 8.77201 18.41640 15.43254
C 9.64322 17.23009 15.26521
N 9.23722 16.21637 14.24622
H 9.43914 16.59469 13.28460
H 9.77172 15.33457 14.31083
C 7.79316 15.74081 14.38299
C 7.46798 14.96034 15.60282
O 8.14804 13.74060 15.64536
C 7.57519 12.85637 14.65024
H 7.02714 19.80618 16.95454
H 6.09807 18.36277 17.44853
H 6.09564 18.86671 15.71294
H 9.35644 19.20276 15.91538
H 8.40369 18.85207 14.49959
H 9.74470 16.78541 16.22680
H 10.64505 17.47970 14.90433
H 7.46976 15.12287 13.52446
H 7.15639 16.62674 14.41592
H 6.38642 14.87328 15.50849
H 7.71003 15.49493 16.49610
H 6.48370 12.74932 14.79861
H 8.16759 11.93847 14.73809
H 7.69431 13.23640 13.65920
C 8.97073 7.01005 20.99568
O 9.73705 8.25628 20.83711
C 9.46699 9.14309 21.98829
C 10.47769 10.27410 21.93048
N 10.83456 10.63670 20.53305
H 11.62485 11.23250 20.64964
H 11.05400 9.71769 20.12736
C 9.74538 11.33574 19.76626
C 10.14445 11.49125 18.33315
O 10.46076 10.26001 17.73068
C 9.34885 9.54532 17.21507
H 9.32432 6.62078 21.91995
H 9.24448 6.46200 20.11379
H 7.88473 7.25502 20.97439
H 9.57440 8.62076 22.94105
H 8.44469 9.41227 22.08412
H 11.44507 10.04921 22.39591
H 10.20592 11.20537 22.46421
H 9.48894 12.28456 20.25616
H 8.85365 10.73862 19.82623
H 11.02502 12.11517 18.18864
H 9.35585 11.97084 17.68533
H 8.79062 10.17642 16.53798
H 8.77048 9.15467 18.02721
H 9.74869 8.72654 16.62625
C 14.65627 17.03269 8.04014
O 13.24144 16.87349 8.34138
C 12.39922 17.67323 7.62472
C 10.96534 17.32982 8.07742
N 10.97824 17.09134 9.54258
H 9.97337 16.80520 9.80276
H 11.57077 16.29454 9.77091
C 11.37416 18.31291 10.36543
C 10.73440 18.23480 11.73160
O 9.35360 17.92647 11.87248
C 8.42847 18.92664 11.37440
H 15.17268 16.25498 8.63612
H 15.01616 18.01622 8.27790
H 14.92991 16.76495 7.01097
H 12.50447 17.59241 6.57732
H 12.59920 18.73810 7.83410
H 10.54804 16.42971 7.56152
H 10.29892 18.16381 7.81462
H 10.99394 19.17964 9.85659
H 12.47055 18.39709 10.44428
H 10.96928 19.14903 12.35266
H 11.13086 17.43307 12.33501
H 8.30599 18.93528 10.32489
H 8.67770 19.91390 11.72280
H 7.43202 18.71829 11.75544
C 22.28248 20.27748 8.43417
O 21.40421 20.94440 9.35794
C 21.59632 22.31192 9.27352
C 20.44273 22.94074 10.08272
N 20.44325 22.26807 11.37668
H 20.54622 21.23490 11.20711
H 21.31037 22.44406 11.86532
C 19.29400 22.61464 12.32662
C 19.22815 21.64987 13.41572
O 18.91836 20.42252 12.83812
C 19.04725 19.34017 13.68147
H 23.34674 20.64399 8.49046
H 22.03130 20.28823 7.35978
H 22.24765 19.18082 8.75233
H 21.50793 22.61978 8.26134
H 22.55796 22.59121 9.67517
H 19.43336 22.72432 9.62572
H 20.61845 23.99972 10.13834
H 18.41336 22.57319 11.67072
H 19.35460 23.67121 12.67815
H 18.57362 21.98555 14.26505
H 20.21579 21.68276 13.94689
H 18.23583 19.23917 14.40556
H 19.91961 19.41217 14.33482
H 18.97832 18.47249 13.03467
C 19.08414 13.12544 11.64228
C 17.72879 13.14724 12.35030
N 17.46587 12.00214 13.33582
C 18.09496 10.68297 12.97392
C 18.09819 12.44592 14.68655
C 18.26846 11.39080 15.79064
C 15.95113 11.94651 13.51224
C 15.11680 11.20076 12.48494
O 15.17822 9.80491 12.61556
C 14.10953 9.21999 11.87395
H 19.20154 12.26089 10.95187
H 19.90255 13.12097 12.33623
H 19.24190 14.06406 11.10296
H 16.94530 13.24621 11.57959
H 17.55005 14.11241 12.92444
H 19.15979 10.71261 12.89236
H 17.59897 10.41484 12.04918
H 17.82643 9.95207 13.72418
H 17.40605 13.25921 15.02178
H 19.06152 12.89767 14.47103
H 17.37436 10.76749 16.04607
H 18.63032 11.86717 16.72255
H 19.08782 10.69238 15.50780
H 15.68706 12.95622 13.63241
H 15.90110 11.40892 14.48492
H 15.16210 11.55621 11.42832
H 14.11238 11.53296 12.73064
H 14.34754 8.13444 11.80532
H 13.98057 9.73685 10.90811
H 13.24993 9.34820 12.48211
P 9.41999 14.00116 10.32412
F 10.32578 12.78026 10.82230
F 8.68071 13.06210 9.15166
F 8.25975 13.58496 11.29471
F 8.52463 15.26557 9.89035
F 10.12909 15.07827 11.34265
F 10.56514 14.34548 9.25103
P 13.35503 14.97396 12.91241
F 14.80579 14.84008 12.23297
F 12.81593 13.70277 12.05062
F 13.79778 13.96302 14.12108
F 11.84191 15.11085 13.60639
F 13.89095 16.19650 13.79644
F 12.83892 15.98947 11.76114
*
```